Entry from OMol25: 2 unconnected molecules or ions with the total composition C5H14 in a non-equilibrium geometry (the ωB97M-V functional and the def2-TZVPD basis).

```
19
C5H14 (the ωB97M-V functional and the def2-TZVPD basis)
C 0.583 -0.901 -2.360
C 0.813 -0.105 -1.101
C 1.770 1.058 -1.339
H 1.396 -1.625 -2.496
H 0.636 -0.259 -3.239
H -0.343 -1.468 -2.340
H -0.153 0.269 -0.732
H 1.197 -0.711 -0.276
H 1.551 1.530 -2.299
H 1.805 1.804 -0.544
H 2.793 0.695 -1.488
C -0.868 -0.403 2.391
C -2.145 0.376 2.157
H -1.053 -1.482 2.494
H -0.226 -0.385 1.511
H -0.324 -0.158 3.309
H -2.622 0.028 1.249
H -2.819 0.286 3.007
H -1.990 1.452 2.097
```

Output
charge = 0
energy relative to the best compared isomer or geometry (same formula, charge and spin) = 4.8 kcal per mole
frontier orbital gap = 12.372 eV

---

Entry from OMol25: 2 unconnected molecules or ions with the total composition C5H14 in a non-equilibrium geometry (the ωB97M-V functional and the def2-TZVPD basis).

```
19
C5H14 (the ωB97M-V functional and the def2-TZVPD basis)
C -2.133 0.026 0.172
C -0.947 -0.855 -0.097
C -1.387 -2.043 -0.955
H -3.102 -0.509 0.124
H -2.118 0.835 -0.619
H -2.212 0.615 1.168
H -0.099 -0.257 -0.605
H -0.601 -1.276 0.855
H -1.773 -2.910 -0.356
H -2.245 -1.778 -1.684
H -0.553 -2.485 -1.686
C 2.478 0.612 0.586
C 1.854 2.000 0.291
H 3.526 0.667 0.903
H 1.855 0.311 1.502
H 2.311 -0.064 -0.253
H 0.807 2.065 -0.219
H 2.516 2.489 -0.399
H 1.825 2.556 1.274
```

Output
charge = 0
energy relative to the best compared isomer or geometry (same formula, charge and spin) = 24.0 kcal per mole
frontier orbital gap = 12.275 eV

---

Entry from OMol25: 2 unconnected molecules or ions with the total composition C5H14 in a non-equilibrium geometry (the ωB97M-V functional and the def2-TZVPD basis).

```
19
C5H14 (the ωB97M-V functional and the def2-TZVPD basis)
C 1.037 1.302 1.600
C -0.235 1.920 0.935
C -0.065 2.615 -0.423
H 1.911 1.670 1.067
H 1.048 0.215 1.470
H 0.965 1.405 2.678
H -0.946 1.132 0.688
H -0.596 2.500 1.752
H -0.612 3.556 -0.470
H 0.983 2.738 -0.695
H -0.523 2.015 -1.211
C -1.075 -2.463 -0.638
C 0.297 -2.764 -1.204
H -1.837 -2.628 -1.403
H -1.390 -3.180 0.123
H -1.170 -1.478 -0.189
H 1.056 -2.002 -0.997
H 0.763 -3.652 -0.799
H 0.390 -2.902 -2.283
```

Output
charge = 0
energy relative to the best compared isomer or geometry (same formula, charge and spin) = 17.6 kcal per mole
frontier orbital gap = 12.204 eV

---

Entry from OMol25: 2 unconnected molecules or ions with the total composition C5H14 in a non-equilibrium geometry (the ωB97M-V functional and the def2-TZVPD basis).

```
19
C5H14 (the ωB97M-V functional and the def2-TZVPD basis)
C -2.377 0.111 0.574
C -1.102 -0.234 -0.217
C -0.987 -1.726 -0.472
H -2.509 1.279 0.664
H -2.405 -0.423 1.532
H -3.165 -0.100 -0.158
H -1.234 0.365 -1.228
H -0.108 0.279 0.356
H -0.093 -1.982 -0.885
H -1.269 -2.208 0.553
H -1.774 -1.951 -1.241
C 1.998 1.444 0.584
C 2.369 0.373 -0.451
H 0.928 1.691 0.339
H 2.113 0.799 1.556
H 2.673 2.302 0.733
H 3.372 0.417 -1.087
H 1.520 0.341 -1.274
H 2.543 -0.618 0.032
```

Output
charge = 0
energy relative to the best compared isomer or geometry (same formula, charge and spin) = 46.1 kcal per mole
frontier orbital gap = 11.896 eV

---

Entry from OMol25: 2 unconnected molecules or ions with the total composition C5H14 in a non-equilibrium geometry (the ωB97M-V functional and the def2-TZVPD basis).

```
19
C5H14 (the ωB97M-V functional and the def2-TZVPD basis)
C 1.857 -1.494 0.678
C 0.880 -1.005 -0.403
C 0.859 -2.014 -1.530
H 1.589 -2.532 0.920
H 1.814 -0.931 1.607
H 2.860 -1.574 0.254
H -0.106 -0.875 0.043
H 1.201 -0.006 -0.722
H 1.896 -2.111 -1.868
H 0.342 -2.936 -1.265
H 0.340 -1.693 -2.438
C -1.065 1.786 0.526
C -2.366 2.550 0.570
H -0.303 2.248 -0.099
H -0.600 1.547 1.495
H -1.165 0.746 0.210
H -2.249 3.332 1.334
H -2.603 2.916 -0.419
H -3.180 2.047 1.105
```

Output
charge = 0
energy relative to the best compared isomer or geometry (same formula, charge and spin) = 12.1 kcal per mole
frontier orbital gap = 12.185 eV

---

Entry from OMol25: 2 unconnected molecules or ions with the total composition C5H14 in a non-equilibrium geometry (the ωB97M-V functional and the def2-TZVPD basis).

```
19
C5H14 (the ωB97M-V functional and the def2-TZVPD basis)
C 1.142 1.738 1.457
C 0.545 1.844 0.069
C 1.077 0.774 -0.855
H 2.233 1.805 1.474
H 0.684 2.428 2.168
H 0.960 0.774 1.937
H 0.668 2.812 -0.418
H -0.543 1.757 0.176
H 0.486 0.686 -1.772
H 1.122 -0.284 -0.612
H 2.044 1.068 -1.269
C -1.138 -1.496 0.141
C -1.559 -2.645 -0.786
H -0.198 -1.584 0.695
H -1.214 -0.508 -0.282
H -1.728 -1.492 1.068
H -0.728 -3.299 -1.028
H -1.985 -2.222 -1.694
H -2.394 -3.163 -0.326
```

Output
charge = 0
energy relative to the best compared isomer or geometry (same formula, charge and spin) = 14.4 kcal per mole
frontier orbital gap = 12.359 eV

---

Entry from OMol25: 2 unconnected molecules or ions with the total composition C5H14 in a non-equilibrium geometry (the ωB97M-V functional and the def2-TZVPD basis).

```
19
C5H14 (the ωB97M-V functional and the def2-TZVPD basis)
C 0.962 -1.570 -1.881
C 0.852 -0.844 -3.218
H 1.077 -2.641 -1.972
H 1.798 -1.208 -1.272
H 0.124 -1.331 -1.208
H 1.737 -1.105 -3.808
H 0.802 0.233 -3.125
H -0.038 -1.173 -3.754
C -0.779 0.621 1.098
C -1.466 0.281 2.426
C 0.335 1.599 1.773
H -0.347 -0.203 0.534
H -1.468 1.124 0.425
H -2.181 1.026 2.746
H 0.431 2.299 0.918
H -0.011 2.157 2.640
H -0.800 -0.055 3.219
H -1.998 -0.647 2.096
H 1.187 0.955 1.988
```

Output
charge = +1
energy relative to the best compared isomer or geometry (same formula, charge and spin) = 0.7 kcal per mole
<S²> = 0.753
spin multiplicity = 2
frontier orbital gap (spin up / spin down) = 11.472 / 4.761 eV

---

Entry from OMol25: a molecular structure, C5H14AuGeSeTe in a non-equilibrium geometry (the ωB97M-V functional and the def2-TZVPD basis).

```
23
C5H14AuGeSeTe (the ωB97M-V functional and the def2-TZVPD basis)
Au 0.589 -0.564 -1.532
C 1.363 0.722 5.882
Ge -0.478 0.134 5.563
C -1.546 1.763 5.366
C -1.074 -0.686 7.258
C -0.696 -1.006 4.016
Se -0.264 0.069 2.311
C 1.556 -0.639 2.367
H 1.384 1.355 6.771
H 1.735 1.301 5.036
H 2.037 -0.122 6.045
H -1.402 2.419 6.227
H -2.609 1.527 5.285
H -1.248 2.296 4.463
H -0.965 0.028 8.077
H -0.487 -1.575 7.499
H -2.124 -0.982 7.199
H -1.745 -1.293 3.925
H -0.092 -1.913 4.062
H 1.969 -0.484 3.363
H 2.147 -0.122 1.617
H 1.523 -1.705 2.147
Te 0.428 1.626 -0.261
```

Output
charge = -1
energy relative to the best compared isomer or geometry (same formula, charge and spin) = 18.9 kcal per mole
frontier orbital gap = 5.415 eV

---

Entry from OMol25: a molecular structure, C5H14B2FO5Tl in a non-equilibrium geometry (the ωB97M-V functional and the def2-TZVPD basis).

```
28
C5H14B2FO5Tl (the ωB97M-V functional and the def2-TZVPD basis)
Tl -0.349 -1.225 -1.142
B 2.350 0.282 -1.990
H 2.266 0.194 -0.918
H 2.310 -0.706 -2.424
H 1.470 0.848 -2.254
H 3.254 0.817 -2.232
B 1.973 -1.915 0.760
H 1.972 -2.055 -0.309
H 1.045 -2.353 1.092
H 2.846 -2.310 1.257
H 1.932 -0.890 1.097
C -4.631 -3.258 -2.391
C -3.308 -2.801 -1.900
O -2.547 -2.400 -2.676
O -3.086 -2.512 -0.693
H -4.737 -4.342 -2.353
H -4.853 -2.944 -3.411
H -5.439 -2.715 -1.900
C 1.050 2.890 3.165
C 0.607 3.946 2.224
O 0.006 3.261 1.214
C 0.553 2.030 1.171
O 0.343 1.346 0.206
O 1.280 1.806 2.302
F 1.615 4.737 1.823
H 0.231 2.678 3.853
H 1.988 3.036 3.701
H -0.141 4.557 2.730
```

Output
charge = +1
<S²> = 1.094
spin multiplicity = 2
frontier orbital gap (spin up / spin down) = 5.000 / 4.584 eV

---

Entry from OMol25: a molecular structure, C5H14B3FN2O11S in a non-equilibrium geometry (the ωB97M-V functional and the def2-TZVPD basis).

```
37
C5H14B3FN2O11S (the ωB97M-V functional and the def2-TZVPD basis)
O 4.628 -2.209 -1.255
C 3.546 -2.530 -1.082
N 2.408 -2.918 -0.730
B 1.368 -2.054 -1.244
O 0.013 -2.352 -1.083
B -0.680 -1.235 -0.658
C -2.239 -1.383 -0.387
O -2.933 -0.272 -0.976
N -4.279 -0.296 -0.645
O -4.808 0.690 -0.995
O -0.065 0.009 -0.422
B 1.184 0.131 -0.953
S 2.403 1.499 -0.486
O 1.797 2.531 0.297
O 3.036 1.892 -1.706
F 3.517 0.770 0.386
O 1.638 -0.805 -1.861
H -2.471 -1.520 0.674
H -2.572 -2.296 -0.896
C 3.399 -6.491 0.289
O 3.868 -5.189 0.620
H 4.010 -7.214 0.824
H 2.356 -6.615 0.592
H 3.492 -6.676 -0.785
H 3.324 -4.554 0.144
C -6.266 2.422 2.123
O -6.648 2.659 0.775
H -6.909 3.020 2.764
H -6.392 1.366 2.382
H -5.226 2.717 2.290
H -6.076 2.127 0.215
C 1.783 6.070 -0.006
O 2.661 5.717 1.056
H 2.060 7.055 -0.376
H 1.868 5.346 -0.821
H 0.750 6.102 0.352
H 2.396 4.846 1.363
```

Output
charge = 0
energy relative to the best compared isomer or geometry (same formula, charge and spin) = 8.9 kcal per mole
frontier orbital gap = 8.831 eV

---

Number 1: E -5411.8393 eV. Number 2: E -5411.0090 eV. Number 3: E -5411.2850 eV. Number 4: E -5410.0486 eV. Number 5: E -5411.5236 eV. Number 6: E -5411.4235 eV. Number 7: E -5401.0736 eV. Number 8: E -138260.2493 eV. Number 9: E -24392.5289 eV. Number 10: E -46499.8651 eV.